[1]
Density functional theory data (wB97M-V/def2-TZVPD) for a structure of composition C23H38AsMoN3OS3Si3.

XYZ file:
```
73
Properties=species:S:1:pos:R:3:forces:R:3
Mo 0.20241 1.42052 0.37855 0.3 0.8 0.1
N 3.53055 0.92761 3.34464 0.0 0.1 0.0
C 2.46197 1.28635 2.61764 -0.1 0.0 0.2
S 2.63547 1.37803 0.88224 0.0 -0.4 0.1
N 1.33584 1.54910 3.22929 0.0 0.1 -0.3
N 0.43545 2.08235 2.31369 -0.1 0.2 0.2
C -0.15470 3.18934 2.67928 0.0 0.0 -0.2
C -0.71411 4.11343 1.74462 0.0 0.0 0.1
C -1.49252 5.18764 2.22954 0.0 0.0 0.0
C -1.82068 6.23949 1.41784 0.0 0.0 0.0
C -1.32457 6.29507 0.10332 0.0 0.1 0.0
C -0.52519 5.29708 -0.39935 -0.1 0.0 0.1
C -0.24372 4.18219 0.39506 0.2 -0.1 -0.2
O 0.56781 3.24671 -0.10772 -0.2 -0.3 0.1
H 4.41758 0.76352 2.90504 0.0 0.0 0.0
H 3.51195 1.08154 4.34120 0.0 0.0 0.0
H -0.08107 3.45749 3.72892 0.0 0.0 0.0
H -1.82730 5.16601 3.26022 0.0 0.0 0.0
H -2.43609 7.04597 1.79328 0.0 0.0 0.0
H -1.56520 7.14687 -0.52020 0.0 0.0 0.0
H -0.12321 5.33410 -1.40239 0.0 0.0 0.0
S -1.26716 1.65255 -1.40318 -0.1 0.3 0.0
C -2.84620 1.03886 -1.06872 0.0 -0.1 0.0
C -3.84634 0.91599 -2.03643 0.0 0.0 0.0
C -5.07695 0.43304 -1.64162 -0.1 0.0 0.1
C -5.32566 0.08130 -0.30552 0.0 0.0 -0.1
C -4.34520 0.21239 0.65297 0.1 0.1 0.0
C -3.09242 0.69541 0.25739 -0.1 0.0 -0.1
S -1.79449 0.91099 1.37722 0.1 -0.2 0.2
H -3.66117 1.20204 -3.06439 0.0 0.0 0.0
H -5.86917 0.33036 -2.37252 0.0 0.0 0.0
H -6.30301 -0.28987 -0.02517 0.0 0.0 0.0
H -4.53425 -0.04839 1.68732 0.0 0.0 0.0
C -0.77670 -1.04773 -3.43473 0.0 0.0 -0.2
Si -0.75762 -2.08355 -1.88768 0.1 0.0 0.1
C -2.38859 -2.25920 -1.01323 -0.2 0.1 0.0
C -0.24923 -3.79236 -2.40728 0.0 -0.1 -0.1
As 0.83199 -0.99353 -0.34635 -0.2 -0.5 -0.4
Si 0.80572 -2.38069 1.67921 0.0 0.1 -0.1
C -0.68062 -1.96958 2.70042 0.0 -0.1 0.2
C 0.69272 -4.10406 1.00775 0.0 -0.1 0.0
C 2.36222 -2.13236 2.64307 0.1 0.0 0.1
Si 2.98351 -1.12046 -1.51686 0.0 0.1 0.0
C 2.85535 0.29338 -2.71814 0.0 0.1 -0.1
C 4.50620 -1.01764 -0.45031 0.0 0.0 0.2
C 2.98046 -2.76577 -2.38323 0.0 -0.1 -0.1
H -1.74524 -1.18459 -3.92866 0.1 0.0 0.0
H -0.01212 -1.42111 -4.12165 0.0 0.0 0.0
H -0.61962 0.01964 -3.30228 0.0 0.0 0.0
H -2.95972 -3.01781 -1.55977 0.0 0.0 0.0
H -2.98641 -1.34794 -0.98878 0.1 -0.3 0.0
H -2.27196 -2.62396 0.00876 0.0 0.0 0.0
H -1.02463 -4.04762 -3.14342 0.0 0.0 0.0
H -0.29901 -4.54356 -1.62519 0.0 0.0 0.1
H 0.70410 -3.86907 -2.92105 0.0 0.0 0.0
H -1.61312 -1.92094 2.13758 0.0 0.0 0.0
H -0.55432 -1.04751 3.27011 0.0 0.0 0.0
H -0.77530 -2.79063 3.42227 0.0 0.1 0.0
H -0.31619 -4.35001 0.67750 0.0 0.0 0.0
H 0.93560 -4.76833 1.84584 0.0 0.0 -0.1
H 1.39536 -4.32672 0.20620 0.0 0.0 0.0
H 2.33004 -1.21003 3.22464 0.0 -0.1 0.0
H 3.26564 -2.13928 2.03236 -0.1 0.0 0.1
H 2.43664 -2.96985 3.34649 0.0 0.1 0.0
H 2.53291 1.22841 -2.25592 0.0 0.0 0.0
H 2.16240 0.05924 -3.52912 0.0 0.0 0.0
H 3.83895 0.48146 -3.16000 -0.1 0.0 0.0
H 4.88049 0.00373 -0.38672 0.0 0.0 0.0
H 5.26431 -1.63083 -0.94769 0.0 0.1 0.0
H 4.38555 -1.40639 0.56209 0.0 0.0 -0.1
H 2.50928 -2.70535 -3.36666 0.0 0.0 0.1
H 2.51455 -3.57773 -1.82600 0.1 0.0 0.0
H 4.02775 -3.04478 -2.53568 -0.1 0.0 -0.1
```
Positions in Å, forces in eV/Å.

## Properties
**Max |F|**: 0.90 eV Å⁻¹
**Net charge**: +2
**HOMO**: -0.524 hartree
**ΔE to the lowest compared entry with this formula, charge and spin**: 0.0 kJ/mol

[2]
Density functional theory data (wB97M-V/def2-TZVPD) for a cluster of 2 separate species, C23H38Br2F3N8OP in total at a distorted geometry.

XYZ file:
```
76
Properties=species:S:1:pos:R:3:forces:R:3
N 5.21562 -6.17762 0.56047 -0.7 3.6 0.4
C 4.82862 -4.91066 0.72299 -0.1 -4.2 -0.4
N 3.48498 -4.72742 1.39769 0.4 0.0 -0.2
N 5.65547 -3.79676 0.22724 -1.6 -0.4 0.8
C 4.87964 -2.92782 -0.75737 -1.9 1.2 1.0
C 3.81683 -3.74697 -1.63204 0.8 -0.8 -0.8
C 3.33241 -3.02845 -2.97924 0.2 -0.1 -0.4
C 3.00145 -1.46718 -2.86585 -0.3 0.2 0.2
C 2.29697 -0.99273 -1.51692 0.1 3.1 2.5
C 2.83335 0.35414 -0.90604 -2.5 -2.5 1.2
C 2.23991 0.94503 0.42216 -2.2 -4.2 -1.4
C 1.08552 0.16494 1.08748 2.0 0.4 -2.0
C 0.48084 -1.18758 0.51311 1.7 2.2 0.1
N -0.57646 -1.78126 1.29058 1.7 -3.3 -5.1
C -0.96802 -2.99494 0.65140 0.9 1.1 -0.1
C -0.40996 -3.58188 -0.67827 1.3 2.0 0.5
C -0.99613 -4.96618 -1.21586 0.7 0.4 0.2
C -2.11167 -4.83432 -2.36137 -0.2 -0.9 0.1
C -3.33334 -3.86640 -1.98492 0.3 -0.9 0.3
F -3.63400 -3.96891 -0.56449 0.8 0.4 -2.9
Br -2.90096 -1.96189 -2.47815 0.0 -1.4 0.8
C -4.68856 -4.29295 -2.78371 -0.5 1.9 -1.6
F -5.24839 -3.06194 -3.30905 0.7 -3.2 0.9
F -4.43705 -5.10659 -3.93224 -0.5 1.8 2.8
Br -6.05169 -5.07055 -1.58311 0.9 0.2 -1.2
N 0.63149 -2.95140 -1.41652 -2.6 0.7 4.2
C 1.10163 -1.74024 -0.79487 0.5 0.6 -0.2
H 4.47593 -6.80157 0.95327 0.7 0.7 -0.3
H 3.47547 -5.31971 2.25171 0.3 0.7 -0.7
H 2.74702 -5.16180 0.80210 0.9 0.7 0.4
H 5.78707 -3.18655 1.06422 0.1 -0.6 -0.9
H 4.26326 -2.20920 -0.08356 0.8 -0.9 -1.4
H 5.57054 -2.24072 -1.36965 -0.8 -1.5 0.8
H 2.89908 -4.08404 -1.04240 1.4 0.8 -0.6
H 4.35388 -4.72310 -1.96244 -0.9 1.5 0.5
H 2.40913 -3.57388 -3.41443 1.6 0.8 0.9
H 4.18088 -3.14801 -3.75235 -1.3 0.3 1.1
H 3.97538 -0.85379 -2.99722 -1.6 -1.0 0.4
H 2.33124 -1.16195 -3.75023 0.9 -0.5 1.3
H 3.70539 0.93325 -1.39512 -1.6 -1.3 0.7
H 2.69451 1.90262 0.83483 -1.0 -1.5 -0.4
H 0.65931 0.60377 2.06325 0.6 -1.0 -1.8
H -1.79129 -3.60844 1.18148 1.5 1.2 -1.0
H -1.38760 -5.57231 -0.32321 0.4 1.0 -1.3
H -0.10782 -5.57641 -1.64134 -1.5 1.1 0.5
H -2.54828 -5.89917 -2.51213 0.6 1.8 0.3
H -1.65433 -4.55355 -3.38458 -0.8 -0.1 1.8
O -0.63645 3.12478 1.70968 3.2 1.8 0.8
P -1.03154 4.60928 1.59028 -6.7 -2.6 -1.5
N -2.17460 4.55733 2.84566 -1.2 -0.3 1.3
C -3.58621 4.24590 2.81736 -0.2 -0.2 -0.2
C -1.64907 4.44208 4.20196 0.5 0.4 -0.2
N -1.61933 4.47669 -0.02262 -0.2 -0.2 -2.0
C -2.91924 3.92022 -0.35806 -0.4 -0.1 0.5
C -0.63117 3.87296 -0.92900 0.4 0.1 0.3
N -1.40718 6.35301 1.44989 4.7 2.2 0.1
C -0.38711 7.18940 2.08308 -0.1 0.0 -0.1
C -2.69428 7.00388 1.49790 -0.4 -0.8 0.4
H -4.12130 4.89568 3.52076 0.1 -0.1 0.1
H -3.78568 3.20333 3.09236 -0.1 0.0 0.0
H -4.05889 4.42603 1.85825 0.2 0.0 -0.1
H -1.68800 5.41556 4.70433 -0.1 0.0 0.2
H -0.60735 4.10980 4.20166 -0.1 0.0 0.0
H -2.20737 3.72081 4.80584 0.0 0.0 -0.2
H -3.12061 2.98113 0.17675 -0.1 0.0 -0.1
H -3.01007 3.71663 -1.42967 0.4 0.0 0.1
H -3.71628 4.63722 -0.15799 -0.1 -0.1 0.2
H -0.60996 2.77980 -0.85346 0.1 0.0 0.0
H 0.37702 4.24010 -0.70048 -0.1 -0.1 0.0
H -0.83565 4.14931 -1.96813 -0.2 0.1 0.2
H -0.52973 7.24470 3.16908 0.1 0.2 0.2
H -0.39109 8.20439 1.67370 -0.1 0.0 0.1
H 0.61058 6.77760 1.89458 0.0 0.0 0.0
H -3.05047 7.14956 2.52529 -0.1 -0.1 0.1
H -3.45985 6.47348 0.93473 0.1 -0.2 0.1
H -2.62633 7.99240 1.03097 0.4 -0.1 0.0
```
Positions in Å, forces in eV/Å.

## Properties
**Max |F|**: 7.32 eV Å⁻¹
**SMILES string**: [H]/N=C(\N)NCCCCc1cccc2ncc(CC[C@@](F)(Br)C(F)(F)Br)nc12.CN(C)P(=O)(N(C)C)N(C)C
**Net charge**: 0
**HOMO**: -0.274 hartree

no.,frontier orbital gap (eV),lowest unoccupied orbital energy (eV)
1,6.036,-8.23
2,6.116,-1.34